1.
Entry from the OMol25 dataset: a cluster of 2 separate species, C2H5IN4 in total at a distorted geometry (ωB97M-V/def2-TZVPD).

```
12
Properties=species:S:1:pos:R:3
C 1.099 -1.063 0.277
C -0.273 -1.129 -0.348
N -0.067 2.200 0.786
N 0.096 1.973 -0.382
N 0.263 1.552 -1.388
N -1.195 -0.712 0.379
I -3.167 -0.986 -0.080
H 1.778 -1.957 0.078
H 1.605 -0.249 -0.328
H -0.442 -1.601 -1.316
H -0.762 2.907 0.872
H 1.064 -0.934 1.450
```

Results
Charge   0
Spin multiplicity   1
Energy above the lowest of the compared OMol25 structures with the same formula, charge and spin   33.0 kJ/mol
Frontier orbital gap   9.223 eV
LUMO level   0.15 eV

Atomic partial charges in e from the natural (NBO) method, atoms 1 to 8:
1. C -0.682
2. C 0.104
3. N -0.531
4. N 0.264
5. N -0.090
6. N -0.575
7. I 0.244
8. H 0.233


2.
Entry from the OMol25 dataset: an isolated molecule of C11H14O2S at a distorted geometry (ωB97M-V/def2-TZVPD).

```
28
Properties=species:S:1:pos:R:3
C 0.623 2.589 -0.914
C 0.291 1.160 -1.233
C 0.691 0.915 -2.713
C -1.223 0.886 -0.900
C -1.235 0.911 0.558
O -2.156 1.128 1.307
C 0.030 0.179 1.070
O 0.548 0.879 2.122
C -0.251 -1.272 1.363
C -0.506 -2.371 0.641
C -0.645 -3.532 1.499
C -0.429 -3.227 2.776
S 0.001 -1.606 3.043
C 1.126 0.324 -0.217
H 1.340 2.987 -1.485
H 0.899 2.818 0.114
H -0.210 3.124 -1.054
H 1.656 0.564 -2.905
H 0.568 1.847 -3.264
H 0.139 0.265 -3.372
H -1.321 -0.140 -1.264
H -1.734 1.677 -1.450
H 0.146 0.542 2.889
H -0.587 -2.432 -0.383
H -0.876 -4.458 0.935
H -0.429 -4.057 3.519
H 2.046 0.930 0.021
H 1.498 -0.629 -0.702
```

Results
Charge   0
Spin multiplicity   1
SMILES string   CC1(C)CC(=O)[C@@](O)(c2cccs2)C1
Energy above the lowest of the compared OMol25 structures with the same formula, charge and spin   275.2 kJ/mol
Frontier orbital gap   9.525 eV
LUMO level   0.65 eV

Atomic partial charges in e from the natural (NBO) method, atoms 1 to 8:
1. C -0.618
2. C -0.022
3. C -0.624
4. C -0.532
5. C 0.585
6. O -0.507
7. C 0.140
8. O -0.679


3.
Entry from the OMol25 dataset: a cluster of 5 separate species, C28H40N5O2 in total (ωB97M-V/def2-TZVPD).

```
75
Properties=species:S:1:pos:R:3
C -1.636 0.495 -3.973
C -0.840 -0.361 -4.935
O -0.804 -1.748 -4.495
N 0.148 -1.872 -3.469
C -0.231 -2.964 -2.502
C -0.461 -2.406 -1.103
C 0.589 -1.384 -0.661
C 0.601 -1.178 0.851
C 1.363 0.060 1.290
O 2.757 -0.100 1.122
C 3.332 0.543 0.002
H -1.034 0.773 -3.106
H -2.518 -0.049 -3.632
H -1.946 1.417 -4.460
H 0.192 -0.006 -5.038
H -1.260 -0.403 -5.937
H 1.055 -2.092 -3.906
H 0.225 -0.973 -2.980
H -1.133 -3.407 -2.920
H 0.560 -3.712 -2.542
H -1.465 -1.984 -1.020
H -0.436 -3.262 -0.424
H 0.385 -0.406 -1.125
H 1.587 -1.691 -0.999
H 1.086 -2.041 1.316
H -0.425 -1.120 1.229
H 1.009 0.947 0.748
H 1.168 0.249 2.348
H 4.078 -0.122 -0.436
H 3.824 1.472 0.302
H 2.584 0.782 -0.763
N 3.142 -3.549 -4.329
C 3.711 -3.967 -5.462
C 4.933 -3.490 -5.915
C 5.594 -2.518 -5.177
C 5.009 -2.060 -4.006
C 3.802 -2.623 -3.637
H 3.171 -4.720 -6.022
H 5.354 -3.874 -6.834
H 6.544 -2.124 -5.512
H 5.474 -1.297 -3.397
H 3.324 -2.320 -2.707
N -1.936 0.593 4.419
C -2.036 1.818 4.933
C -1.046 2.410 5.704
C 0.113 1.694 5.956
C 0.235 0.421 5.423
C -0.814 -0.080 4.666
H -2.960 2.348 4.725
H -1.188 3.406 6.098
H 0.906 2.120 6.557
H 1.121 -0.177 5.590
H -0.755 -1.073 4.232
N -6.126 0.995 8.101
C -6.896 -0.090 8.074
C -6.679 -1.163 7.221
C -5.606 -1.107 6.347
C -4.795 0.017 6.361
C -5.098 1.033 7.256
H -7.727 -0.102 8.769
H -7.339 -2.020 7.247
H -5.404 -1.924 5.666
H -3.944 0.112 5.700
H -4.482 1.926 7.299
N 0.494 2.818 -3.062
C 0.899 3.325 -1.897
C 1.271 4.648 -1.722
C 1.225 5.497 -2.816
C 0.808 4.986 -4.035
C 0.455 3.648 -4.105
H 0.922 2.639 -1.057
H 1.586 5.000 -0.750
H 1.508 6.537 -2.721
H 0.755 5.609 -4.917
H 0.122 3.223 -5.047
```

Results
Charge   +1
Spin multiplicity   1
Energy above the lowest of the compared OMol25 structures with the same formula, charge and spin   161.5 kJ/mol
Frontier orbital gap   8.638 eV
LUMO level   -2.11 eV

Atomic partial charges in e from the Löwdin method, atoms 1 to 8:
1. C -0.066
2. C -0.195
3. O -0.075
4. N 0.063
5. C -0.079
6. C -0.163
7. C -0.212
8. C -0.164


4.
Entry from the OMol25 dataset: a structure of composition C37H63BBr2IN5O10S at a distorted geometry (ωB97M-V/def2-TZVPD).

```
120
Properties=species:S:1:pos:R:3
C -0.176 0.448 -2.205
C 0.129 1.790 -1.626
Br -0.394 3.239 -2.748
C 0.717 1.973 -0.454
Br 1.096 3.799 0.080
C 1.120 0.796 0.448
I 2.725 1.566 1.783
C 1.803 -0.282 -0.227
N 2.306 -1.138 -0.823
C 0.007 0.307 1.433
C -0.454 1.489 2.163
N -0.833 2.468 2.662
C 0.522 -0.784 2.416
C 0.531 -0.384 3.884
S -1.126 -0.513 4.643
C -1.447 1.115 5.195
N -2.540 1.756 5.286
N -2.200 2.994 5.748
C -0.957 3.039 5.896
O -0.405 1.846 5.566
B -1.313 -0.277 0.704
O -1.363 -1.589 0.238
N -2.477 0.575 0.498
C -3.245 0.098 -0.678
C -3.423 0.438 1.662
H -1.154 0.487 -2.670
H -0.103 -0.396 -1.531
H 0.522 0.267 -3.022
H -0.075 -1.686 2.350
H 1.531 -1.107 2.175
H 1.122 -1.130 4.404
H 1.005 0.564 4.099
H -0.331 3.843 6.211
H -1.620 -2.168 0.959
H -3.861 0.919 -1.040
H -2.605 -0.198 -1.496
H -3.909 -0.722 -0.408
H -3.053 1.031 2.490
H -4.377 0.811 1.320
H -3.508 -0.618 1.932
C 3.008 4.784 -3.226
C 3.497 6.088 -2.646
O 3.173 6.436 -1.532
C 4.400 6.940 -3.501
H 2.373 4.288 -2.499
H 2.429 4.972 -4.132
H 3.855 4.135 -3.459
H 3.882 7.225 -4.418
H 5.310 6.390 -3.748
H 4.670 7.841 -2.958
C 5.997 9.534 1.479
C 6.259 8.361 0.563
O 7.282 8.282 -0.077
C 5.190 7.304 0.486
H 6.842 10.219 1.440
H 5.097 10.063 1.160
H 5.870 9.185 2.505
H 4.259 7.736 0.125
H 5.033 6.861 1.472
H 5.503 6.525 -0.204
C -0.825 5.785 2.911
C -0.084 7.001 3.402
O 1.092 7.167 3.171
C -0.875 8.010 4.202
H -0.147 5.144 2.353
H -1.224 5.223 3.756
H -1.644 6.087 2.255
H -1.277 7.541 5.102
H -1.694 8.404 3.599
H -0.224 8.832 4.493
C 1.228 -4.345 6.150
C 1.496 -4.333 4.666
O 0.688 -3.887 3.884
C 2.812 -4.901 4.199
H 0.251 -3.909 6.345
H 1.239 -5.370 6.524
H 1.987 -3.758 6.671
H 2.891 -5.949 4.489
H 3.638 -4.338 4.637
H 2.873 -4.830 3.115
C -2.550 -4.195 -1.024
C -3.919 -4.820 -1.151
O -4.919 -4.137 -1.161
C -3.981 -6.321 -1.266
H -2.652 -3.117 -0.952
H -2.054 -4.566 -0.124
H -1.947 -4.434 -1.901
H -3.544 -6.782 -0.379
H -3.441 -6.652 -2.150
H -5.019 -6.634 -1.351
C -2.407 -10.896 -3.608
C -3.375 -10.138 -2.738
O -3.163 -8.997 -2.393
C -4.626 -10.864 -2.309
H -1.558 -10.254 -3.839
H -2.052 -11.779 -3.088
H -2.891 -11.189 -4.536
H -4.363 -11.752 -1.734
H -5.205 -11.157 -3.186
H -5.231 -10.205 -1.690
C 2.632 10.496 -2.519
C 3.994 10.980 -2.958
O 4.857 10.206 -3.299
C 4.231 12.470 -2.949
H 2.598 9.410 -2.571
H 2.439 10.805 -1.491
H 1.862 10.906 -3.175
H 4.105 12.862 -1.939
H 3.528 12.964 -3.622
H 5.245 12.677 -3.284
C -5.240 -14.809 -4.594
C -3.847 -14.250 -4.740
O -3.372 -13.511 -3.909
C -3.071 -14.651 -5.970
H -5.682 -14.442 -3.670
H -5.861 -14.492 -5.433
H -5.203 -15.899 -4.558
H -3.601 -14.327 -6.868
H -2.943 -15.734 -5.994
H -2.091 -14.181 -5.950
```

Results
Charge   0
Spin multiplicity   1
Frontier orbital gap   8.093 eV
LUMO level   -0.87 eV

Atomic partial charges in e from the Löwdin method, atoms 1 to 8:
1. C -0.121
2. C -0.731
3. Br 0.780
4. C -0.671
5. Br 0.710
6. C -0.648
7. I 1.058
8. C -0.327


5.
Entry from the OMol25 dataset: the ion C6H10O with charge +1 (ωB97M-V/def2-TZVPD).

```
17
Properties=species:S:1:pos:R:3
C 2.206 0.756 2.500
C 1.699 0.712 1.114
C 0.428 0.384 0.740
C -0.004 0.345 -0.598
C -1.068 -0.443 -1.060
O -1.875 -1.054 -0.244
C -1.372 -0.694 -2.491
H 1.385 0.730 3.219
H 2.919 -0.052 2.666
H 2.783 1.676 2.629
H 2.433 0.928 0.347
H -0.265 0.111 1.534
H 0.506 0.984 -1.303
H -1.545 -1.087 0.665
H -0.449 -0.717 -3.059
H -2.037 0.064 -2.908
H -1.862 -1.660 -2.564
```

Results
Charge   +1
⟨S²⟩   0.77
Spin multiplicity   2
Energy above the lowest of the compared OMol25 structures with the same formula, charge and spin   0.0 kJ/mol
Frontier orbital gap (spin up / spin down)   9.299 / 8.588 eV
LUMO level (spin up / spin down)   -4.27 / -6.98 eV

Atomic partial charges in e from the natural (NBO) method, atoms 1 to 8:
1. C -0.685
2. C 0.078
3. C -0.251
4. C -0.194
5. C 0.543
6. O -0.556
7. C -0.701
8. H 0.235


6.
Entry from the OMol25 dataset: a cluster of 2 separate species, C9H16N2O2 in total at a distorted geometry (ωB97M-V/def2-TZVPD).

```
29
Properties=species:S:1:pos:R:3
O -0.450 -1.705 -1.467
C -1.099 -1.071 -0.658
C -1.284 -1.465 0.720
C -2.110 -0.814 1.510
N -2.720 0.356 1.059
C -2.579 0.880 -0.212
O -3.056 1.949 -0.607
N -1.786 0.096 -1.037
H -0.914 -2.423 1.004
H -2.372 -1.068 2.542
H -3.255 0.847 1.723
H -1.652 0.240 -2.045
C 1.637 -0.257 -0.861
C 2.586 0.323 0.111
C 3.476 -0.924 0.554
C 1.956 0.925 1.281
C 3.505 1.390 -0.523
H 2.027 -0.787 -1.689
H 0.950 -0.874 -0.311
H 0.861 0.413 -1.286
H 3.963 -0.585 1.656
H 2.815 -1.856 0.633
H 4.226 -1.175 -0.227
H 2.727 1.213 1.915
H 1.295 0.169 1.770
H 1.234 1.706 1.194
H 2.890 2.319 -0.711
H 4.264 1.835 0.146
H 4.012 0.990 -1.409
```

Results
Charge   0
Spin multiplicity   1
SMILES string   O=c1cc[nH]c(=O)[nH]1.CC(C)(C)C
Energy above the lowest of the compared OMol25 structures with the same formula, charge and spin   186.5 kJ/mol
Frontier orbital gap   10.252 eV
LUMO level   0.41 eV

Atomic partial charges in e from the natural (NBO) method, atoms 1 to 8:
1. O -0.591
2. C 0.649
3. C -0.395
4. C 0.080
5. N -0.602
6. C 0.781
7. O -0.606
8. N -0.645